No. 1
# C30H34Br2N10OS4Sr

C30H34Br2N10OS4Sr as an isolated structure (ωB97M-V/def2-TZVPD, the Open Molecules 2025 dataset).

```
82
Properties=species:S:1:pos:R:3
Sr -1.42468 0.34370 -0.87663
Br -4.81566 0.61881 5.52631
C -3.92049 0.57558 3.88371
C -4.15354 1.54899 2.92843
C -3.46504 1.45008 1.73406
N -2.58805 0.48443 1.46210
C -2.35771 -0.44819 2.39681
C -3.01881 -0.44240 3.61482
C -1.36763 -1.51898 2.06953
C -0.83827 -2.33230 3.06416
C 0.05055 -3.33291 2.70624
Br 0.79476 -4.43870 4.02416
C 0.39201 -3.50571 1.37414
C -0.15759 -2.63260 0.45544
N -1.01448 -1.66098 0.78492
H -4.85102 2.35545 3.09970
H -3.62750 2.19060 0.95745
H -2.85991 -1.21367 4.35165
H -1.09212 -2.19002 4.10285
H 1.06694 -4.28856 1.06002
H 0.09639 -2.71614 -0.59632
N -4.50390 -0.80078 -3.05285
C -4.50136 0.53509 -2.82549
N -3.52223 1.15958 -2.21367
C -3.73034 2.53513 -2.24358
C -4.88107 2.92815 -2.83406
S -5.75417 1.56084 -3.41546
C -2.73273 3.43989 -1.65541
C -2.90574 4.76852 -1.46684
S -1.48070 5.46800 -0.80152
C -0.74206 3.91534 -0.79783
N -1.49705 2.94519 -1.25567
N 0.51833 3.70335 -0.31642
H -3.68054 -1.33949 -2.81824
H -5.34848 -1.28916 -3.29206
H -5.25915 3.92579 -2.97403
H -3.77409 5.37032 -1.67136
H 1.07768 4.51917 -0.12258
H 1.02579 2.94272 -0.76079
C 1.41118 -1.31488 -4.72470
N 0.14065 -0.81055 -5.22976
C -1.03421 -0.93773 -4.61941
S -1.18299 -1.72185 -3.09919
N -2.11958 -0.46597 -5.23682
C -2.12298 0.14192 -6.55662
H 2.21185 -0.74684 -5.19185
H 1.53230 -2.37203 -4.95972
H 1.45676 -1.17765 -3.64798
H 0.14136 -0.45459 -6.17316
H -2.99884 -0.65275 -4.78071
H -1.50085 1.03878 -6.57731
H -3.14034 0.43366 -6.79954
H -1.78315 -0.55856 -7.32298
C 5.75509 -1.15603 0.49024
C 4.71904 -1.31697 -0.61258
C 3.36794 -1.79140 -0.09616
N 2.76055 -0.85085 0.85272
C 2.03803 0.19696 0.51690
S 1.67664 0.57612 -1.10887
N 1.51975 1.00593 1.50196
C 1.25991 0.70780 2.87484
O 0.16488 0.97464 3.30263
C 2.36064 0.15795 3.69533
C 2.04834 -0.69104 4.75572
C 3.05920 -1.17646 5.56607
C 4.37506 -0.79043 5.33947
C 4.68660 0.07982 4.30304
C 3.68188 0.55201 3.47380
H 6.71902 -0.85924 0.08063
H 5.90233 -2.09033 1.03602
H 5.46050 -0.39044 1.21070
H 5.06214 -2.04806 -1.34779
H 4.57841 -0.37900 -1.15439
H 3.47228 -2.73544 0.44109
H 2.66183 -1.93950 -0.91251
H 2.98079 -0.97750 1.83209
H 0.89849 1.72582 1.14987
H 1.01484 -0.95556 4.93541
H 2.82519 -1.84603 6.38206
H 5.16162 -1.16086 5.98297
H 5.70869 0.39753 4.14857
H 3.91285 1.24548 2.67418
```

The calculated total energy comes out at -232867.1111 eV. Its spin multiplicity is 1. The calculation puts the energy above the lowest of the compared OMol25 structures with the same formula, charge and spin at 0.000 eV. The value obtained for the frontier orbital gap is 0.2818 Eh. The value obtained for the LUMO energy is -5.087 eV. The total charge is +2. For the largest force on an atom, the calculation gives 0.4 eV/A.

Löwdin atomic charge list, values in e, 4 entries: 1.17 0.85 -0.66 -0.07



No. 2
# C30H34Br4F2N4O3PbS

C30H34Br4F2N4O3PbS as an isolated structure at a distorted geometry (ωB97M-V/def2-TZVPD, the Open Molecules 2025 dataset).

```
79
Properties=species:S:1:pos:R:3
Pb -1.21001 -1.44021 -0.66209
C 2.98016 4.94281 -2.13697
C 2.20148 4.07253 -1.10072
C 2.53902 4.56405 0.32820
C 0.72012 4.34818 -1.40448
C 2.49864 2.57232 -1.14435
C 3.85418 2.24804 -1.00735
C 4.26541 1.03425 -0.43721
C 3.29927 0.03303 -0.27852
S 3.71933 -1.60737 0.00561
C 2.17166 -2.10408 -0.59150
N 1.36958 -1.11558 -0.99236
C 2.00903 0.14892 -0.77964
C 1.57009 1.47254 -1.11876
C 1.78613 -3.48266 -0.29099
C 2.34490 -4.00076 0.89738
C 2.12839 -5.33295 1.28934
C 1.42127 -6.17743 0.43046
C 0.92652 -5.70569 -0.76767
C 1.05533 -4.35685 -1.11933
H 2.58771 5.99254 -2.08453
H 2.90788 4.57724 -3.19928
H 4.08193 5.06235 -1.91798
H 2.03599 5.55650 0.46286
H 3.61610 4.54659 0.50751
H 2.08551 3.87420 1.02128
H 0.41282 5.40652 -1.55993
H 0.11536 3.94890 -0.57063
H 0.42225 3.81205 -2.33577
H 4.63419 2.99147 -1.21135
H 5.29584 0.94276 -0.07848
H 0.48892 1.54014 -1.27596
H 2.85998 -3.33560 1.58333
H 2.59930 -5.66756 2.19380
H 1.28507 -7.22764 0.74688
H 0.28499 -6.35123 -1.34363
Br -6.40353 0.90986 -5.12630
C -4.78314 0.64864 -4.17385
C -3.60536 1.31766 -4.65459
Br -3.72669 2.77690 -5.78865
C -2.41322 1.02987 -4.04198
Br -0.71514 1.75698 -4.69975
C -2.30020 0.20304 -2.93238
O -1.19896 0.08747 -2.30241
C -3.50098 -0.33937 -2.34235
O -3.45598 -1.01869 -1.26700
C -4.70384 -0.16680 -3.07266
Br -6.31817 -1.05934 -2.55246
C -2.67749 -4.03926 1.80610
O -3.15420 -3.03776 0.90193
H -3.25358 -4.06506 2.68614
H -1.60016 -3.78892 1.98150
H -2.68656 -5.05661 1.42738
H -4.09841 -2.94848 1.02790
F 1.28912 -2.93303 -3.07643
C 0.63561 -4.01367 -2.56099
F -0.76073 -3.72258 -2.68731
H 0.80913 -4.83015 -3.29081
C -2.62220 2.38860 2.19568
N -1.57551 1.65926 2.88748
C -0.87816 2.40565 3.92040
C -0.94462 0.57228 2.33741
N -0.92912 0.29792 1.03114
N -0.26240 -0.26848 3.21113
C 0.88736 -1.06230 2.85632
C -0.84807 -0.59624 4.53290
H -2.42725 2.45995 1.05790
H -2.72989 3.43008 2.59728
H -3.62079 1.90654 2.31160
H -0.71196 3.41727 3.41613
H 0.11124 1.97417 4.12935
H -1.48217 2.50299 4.86122
H -1.32323 1.10754 0.53669
H 1.14731 -0.87230 1.80581
H 0.76643 -2.11882 3.11035
H 1.79021 -0.78197 3.39111
H -1.22474 0.39326 4.91316
H -0.11470 -1.08298 5.19872
H -1.74957 -1.22538 4.38002
```

The calculated total energy comes out at -345449.7310 eV. Its spin multiplicity is 1. The calculation puts the energy above the lowest of the compared OMol25 structures with the same formula, charge and spin at 1.104 eV. The value obtained for the frontier orbital gap (spin up / spin down) is 0.0705 / 0.0660 Eh. The value obtained for the LUMO energy (spin up / spin down) is 3.703 / 3.733 eV. The total charge is -2. For the largest force on an atom, the calculation gives 4.4 eV/A.

Löwdin atomic charge list, values in e, 4 entries: 1.50 -0.08 -0.56 -0.06



No. 3
# C30H34BrF7IN3O5S

A 3-piece molecular cluster, C30H34BrF7IN3O5S overall at a distorted geometry (ωB97M-V/def2-TZVPD, the Open Molecules 2025 dataset).

```
82
Properties=species:S:1:pos:R:3
C 2.25590 1.15817 4.06016
C 1.30099 0.25802 3.17141
N 1.84567 -1.09675 2.93041
C 3.08724 -1.09491 2.13836
C 3.14023 -2.18255 1.00364
C 1.83395 -2.32271 0.19532
C 1.72987 -2.00930 -1.12932
C 2.91947 -1.47740 -1.99264
C 2.83821 0.09333 -2.29182
C 4.26926 0.76976 -2.06479
I 1.37958 1.12132 -1.01440
C 0.39472 -2.19297 -1.92169
O 0.36245 -2.43204 -3.09746
C -0.90482 -1.99222 -1.06705
C -0.79481 -2.32857 0.35314
C -1.91036 -2.14826 1.25598
C -3.14654 -1.64316 0.70022
C -3.31716 -1.33038 -0.70982
S -4.94315 -0.74646 -1.26465
O -5.35772 -1.36076 -2.52285
O -4.94180 0.70383 -1.45081
C -6.24910 -1.08413 0.04749
F -6.03863 -0.12114 1.01243
F -6.07714 -2.35056 0.56228
C -7.72259 -1.04424 -0.54038
F -7.97458 -2.30806 -1.03052
F -7.86068 -0.18094 -1.58350
C -8.83425 -0.78709 0.57307
F -9.22348 0.50896 0.63019
F -8.46116 -1.23942 1.79721
F -9.94404 -1.50361 0.20133
C -2.15673 -1.50600 -1.59862
Br -2.36759 -1.03282 -3.47132
C 0.55018 -2.88742 0.87894
O 0.62371 -3.71595 1.75095
C 1.94074 -1.88331 4.12677
C 0.57965 -2.44167 4.70572
O 2.95238 -2.12338 4.74410
H 1.95570 2.23584 4.05316
H 2.24128 0.72578 5.10011
H 3.32534 1.10956 3.72095
H 0.32158 0.15582 3.71469
H 1.15282 0.79695 2.19953
H 4.03103 -1.16376 2.73685
H 3.13215 -0.09187 1.62273
H 4.05253 -1.98440 0.39260
H 3.32001 -3.18393 1.49559
H 3.91456 -1.80825 -1.62326
H 2.78287 -1.97143 -2.99782
H 2.52541 0.22631 -3.35946
H 4.57538 1.32909 -3.00831
H 4.16014 1.55317 -1.26693
H 5.05726 0.03398 -1.75897
H -1.75663 -2.40385 2.32587
H -4.00819 -1.48226 1.37945
H 0.41705 -2.06443 5.75109
H -0.25969 -2.03653 4.07786
H 0.65391 -3.55177 4.66385
C -3.98637 1.24724 3.47756
C -4.16955 2.74586 3.27980
C -2.96816 3.41034 2.60320
C -1.76362 3.36017 3.43475
N -0.81693 3.31382 4.08414
H -3.15470 1.03256 4.15284
H -4.88756 0.81035 3.91204
H -3.79360 0.74761 2.52450
H -4.36772 3.21612 4.24641
H -5.05391 2.91169 2.65869
H -3.21005 4.45570 2.39556
H -2.77112 2.93454 1.63918
C 6.50942 1.46434 -7.01592
C 6.37957 2.98223 -6.97415
C 6.12862 3.52592 -5.56577
C 4.83514 3.10068 -5.02890
N 3.82207 2.76220 -4.60551
H 5.58152 0.97522 -6.71110
H 6.74044 1.13393 -8.02984
H 7.31110 1.12063 -6.35767
H 5.57701 3.29466 -7.64707
H 7.30457 3.42219 -7.35636
H 6.15526 4.61814 -5.59586
H 6.92994 3.20912 -4.89351
```

The calculated total energy comes out at -154366.0279 eV. Its spin multiplicity is 1. The value obtained for the frontier orbital gap is 0.2916 Eh. The value obtained for the LUMO energy is -1.290 eV. The total charge is 0. For the largest force on an atom, the calculation gives 5.2 eV/A.

Löwdin atomic charge list, values in e, 4 entries: -0.08 -0.22 -0.10 -0.17